[1]
Formula: C15H13N3O5
Source: the Open Molecules 2025 dataset
Level of theory: ωB97M-V with the def2-TZVPD basis set

The geometry in XYZ format:
```
36
Properties=species:S:1:pos:R:3:forces:R:3:lowdin_charge:R:1
O 4.92304 1.56182 -0.05786 0.2 0.0 0.0 0.083
C 3.78174 1.19030 -0.19073 -0.2 -0.6 -0.1 -0.433
C 3.37653 -0.27595 -0.37934 0.2 0.0 -0.2 -0.080
O 2.39138 -0.56978 0.59164 0.4 -0.3 0.1 -0.041
C 1.42242 -1.44926 0.31872 -0.4 0.0 0.1 -0.204
C 1.54023 -2.46161 -0.63911 0.2 0.2 0.1 -0.003
C 0.51110 -3.35213 -0.86652 -0.1 0.1 0.0 -0.061
C -0.67670 -3.26320 -0.15305 0.1 0.0 0.0 -0.073
C -0.82174 -2.26835 0.78748 0.1 0.2 0.2 -0.004
C 0.20822 -1.36301 1.03042 0.4 -0.9 -0.8 -0.088
N -0.03845 -0.31515 1.97581 -0.3 0.5 0.5 -0.335
O 0.88490 0.36302 2.36869 0.1 0.1 0.2 0.103
O -1.19369 -0.15217 2.32797 -0.3 0.0 0.1 0.066
N 2.72810 2.04580 -0.19532 0.2 1.2 0.3 0.066
N 1.47266 1.61431 -0.40710 -0.8 -0.2 -0.3 0.059
C 0.47940 2.33703 -0.07646 0.9 0.3 0.0 -0.091
C -0.86917 1.84502 -0.24327 -0.7 -0.2 -0.1 -0.228
C -1.92604 2.46523 0.42264 0.3 -0.2 -0.2 -0.033
C -3.19902 1.93958 0.36202 -0.2 -0.1 -0.1 -0.018
C -3.44592 0.78658 -0.37676 0.4 0.3 0.1 -0.315
O -4.67723 0.22778 -0.45361 -0.3 -0.1 0.0 0.063
C -2.40195 0.17798 -1.07356 -0.3 0.0 0.1 -0.006
C -1.13226 0.70013 -1.00277 0.0 0.3 0.1 -0.031
H 2.97985 -0.39392 -1.39424 0.0 0.0 0.1 0.134
H 4.26443 -0.90317 -0.24326 -0.1 0.2 0.0 0.143
H 2.46014 -2.56167 -1.19360 0.1 0.0 0.0 0.113
H 0.63903 -4.12847 -1.60575 0.0 -0.1 -0.1 0.110
H -1.47634 -3.96325 -0.33315 -0.1 -0.1 0.0 0.106
H -1.73434 -2.15806 1.35276 0.0 0.0 0.0 0.124
H 2.89897 3.00479 0.11736 0.0 -0.3 -0.1 0.167
H 0.60624 3.31742 0.39526 0.1 0.0 0.0 0.133
H -1.73998 3.34853 1.01523 0.0 0.1 0.1 0.116
H -4.00758 2.41449 0.90120 -0.1 0.0 0.0 0.115
H -5.29821 0.71931 0.09838 0.1 0.0 -0.1 0.110
H -2.61184 -0.70874 -1.65017 0.0 -0.1 -0.1 0.120
H -0.31788 0.22873 -1.52998 0.1 -0.1 -0.1 0.114
```
Positions in Å, forces in eV/Å.

Computed properties:
Structure (SMILES): O=C(COc1ccccc1[N+](=O)[O-])N/N=C/c1ccc(O)cc1
ΔE to the lowest compared entry with this formula, charge and spin in eV: 4.595
Kohn-Sham gap in eV: 7.880
Electronic energy in a.u.: -1119.7479
HOMO in eV: -8.2



[2]
Formula: C22H18F5O2PtS3
Source: the Open Molecules 2025 dataset
Level of theory: ωB97M-V with the def2-TZVPD basis set

The geometry in XYZ format:
```
51
Properties=species:S:1:pos:R:3:forces:R:3:lowdin_charge:R:1
Pt -0.23861 0.76189 -1.24630 0.1 0.0 0.0 1.039
O -0.45329 1.46827 0.55868 0.2 0.0 0.0 -0.682
S -1.34748 0.65258 1.62497 0.0 -0.1 0.0 1.136
C -0.21643 -0.47971 2.46989 0.0 0.1 0.0 -0.291
C 1.21117 -0.00761 2.71508 0.0 0.0 -0.1 -0.184
C 2.20760 -0.17891 1.56023 0.0 0.0 0.0 -0.208
C 2.30803 -1.59553 0.98110 -0.1 0.0 0.0 -0.276
S 1.47173 -1.77161 -0.62719 0.1 0.0 0.1 1.110
O 0.08882 -1.02457 -0.42242 -0.1 0.0 0.0 -0.718
C 1.01891 -3.47728 -0.63429 0.0 0.0 -0.1 -0.417
C -0.28573 -3.87960 -0.38779 0.0 0.0 0.1 -0.063
C -0.55449 -5.24111 -0.39108 0.0 0.0 0.0 -0.032
C 0.46155 -6.15636 -0.63191 0.0 0.0 0.0 -0.020
C 1.75887 -5.72670 -0.88632 0.0 0.0 0.0 -0.028
C 2.05072 -4.37267 -0.89900 0.0 0.0 0.0 -0.071
C -1.65587 1.92051 2.79656 0.0 0.0 -0.1 -0.414
C -0.74423 2.94105 3.06001 0.0 0.0 0.1 -0.066
C -1.06932 3.86056 4.04111 0.0 0.0 0.0 -0.027
C -2.26485 3.74423 4.74532 0.0 0.0 0.0 -0.012
C -3.16161 2.72254 4.46373 0.0 0.0 0.0 -0.025
C -2.87035 1.80321 3.46767 0.0 0.0 0.0 -0.065
H -0.27633 -1.40574 1.90089 0.0 0.0 0.0 0.076
H -0.75428 -0.64494 3.40882 0.0 0.0 0.0 0.122
H 1.57458 -0.57012 3.57746 0.0 0.0 0.0 0.141
H 1.21851 1.03718 3.02691 0.0 0.0 0.1 0.111
H 3.19211 0.08048 1.95015 0.0 0.0 0.0 0.134
H 2.01461 0.54776 0.76719 0.0 0.0 0.0 0.089
H 1.92660 -2.37657 1.63948 -0.1 0.0 0.0 0.119
H 3.34248 -1.84222 0.73176 0.0 -0.1 0.0 0.113
H -1.07376 -3.16179 -0.20932 0.0 0.0 0.0 0.108
H -1.56267 -5.58605 -0.20711 0.0 0.0 0.0 0.126
H 0.23997 -7.21493 -0.62924 0.0 0.0 0.0 0.129
H 2.54254 -6.44463 -1.08468 0.0 0.0 0.0 0.129
H 3.05718 -4.03417 -1.11738 0.0 0.0 0.0 0.123
H 0.18170 3.02914 2.50878 0.0 0.0 0.0 0.112
H -0.38741 4.67009 4.26252 0.0 0.0 0.0 0.127
H -2.50121 4.46484 5.51668 0.0 0.0 0.0 0.131
H -4.09347 2.64755 5.00664 0.0 0.0 0.0 0.130
H -3.57558 1.01877 3.22083 0.0 0.0 0.0 0.122
F 0.08780 2.24288 -7.69275 0.0 0.0 0.0 0.320
C -0.06640 2.37882 -6.43785 0.0 0.0 0.0 -0.009
C 0.11728 1.20409 -5.61379 0.0 0.0 0.0 -0.096
F 0.42475 0.08475 -6.19214 0.0 0.0 0.0 0.244
C -0.04425 1.34451 -4.28445 0.0 0.0 0.0 -0.161
F 0.10805 0.28178 -3.46092 0.0 0.0 0.0 0.021
C -0.39399 2.60075 -3.67961 0.0 0.0 0.0 -0.436
S -0.62802 2.75466 -2.06267 -0.1 0.0 -0.1 1.077
C -0.56264 3.75394 -4.55580 0.0 0.0 0.0 -0.159
F -0.86907 4.88542 -4.01961 0.0 0.0 0.0 0.230
C -0.40285 3.63932 -5.91417 0.0 0.0 0.0 -0.103
F -0.55136 4.65127 -6.71464 0.0 0.0 0.0 0.244
```
Positions in Å, forces in eV/Å.

Computed properties:
Total charge: +3
ΔE to the lowest compared entry with this formula, charge and spin in eV: 0.000
Kohn-Sham gap (spin up / spin down) in eV: 3.333 / 3.331
Electronic energy in a.u.: -2811.6177
HOMO (spin up / spin down) in eV: -17.1 / -17.1



[3]
Formula: C35H36As2CoN2S2Si
Source: the Open Molecules 2025 dataset
Level of theory: ωB97M-V with the def2-TZVPD basis set

The geometry in XYZ format:
```
79
Properties=species:S:1:pos:R:3:forces:R:3:mulliken_spin:R:1
Co -0.62412 -0.17810 -1.03336 0.0 -0.3 -0.2 1.042
C -2.22792 2.34585 0.64007 0.1 0.0 0.0 -0.004
C -0.87070 2.44281 1.33949 0.0 0.0 0.0 0.006
As 0.46660 1.64758 0.13363 0.1 0.0 0.2 0.021
C 1.16054 3.22518 -0.74214 0.0 -0.1 -0.1 0.013
C 0.88546 3.39708 -2.09557 0.1 0.1 0.1 0.004
C 1.32291 4.53987 -2.75425 0.0 0.0 0.0 0.000
C 2.03978 5.50419 -2.06323 0.0 0.0 0.0 0.001
C 2.31762 5.33458 -0.71189 0.0 0.0 0.0 0.000
C 1.87793 4.19881 -0.05042 0.0 0.0 0.0 -0.005
C 1.91413 1.05936 1.27558 0.0 0.1 0.0 0.003
C 3.24103 1.35144 0.97819 0.0 0.0 0.0 0.004
C 4.26456 0.78707 1.72874 0.0 0.0 0.0 -0.002
C 3.96812 -0.07150 2.77673 0.0 0.0 0.0 0.004
C 2.64530 -0.37851 3.06694 0.0 0.0 0.0 -0.003
C 1.62325 0.17626 2.31286 0.0 0.0 0.0 0.001
As -2.54377 0.46437 0.18227 -0.1 0.0 -0.1 -0.043
C -4.26316 0.47691 -0.69951 0.1 0.0 0.0 -0.002
C -5.24567 -0.45073 -0.37213 0.0 0.0 0.0 -0.001
C -6.43767 -0.47746 -1.08219 0.0 0.0 0.0 0.000
C -6.64713 0.41307 -2.12493 0.0 0.0 0.0 0.000
C -5.66390 1.33360 -2.45990 0.0 0.0 0.0 0.000
C -4.47343 1.36662 -1.74986 0.0 0.0 0.0 -0.003
C -2.95699 -0.19654 1.95542 0.0 0.0 0.0 -0.002
C -2.11060 -1.10053 2.58665 0.0 0.0 0.1 0.002
C -2.37720 -1.51390 3.88723 0.0 0.0 0.0 0.001
C -3.48690 -1.02628 4.55804 0.0 0.0 0.0 0.000
C -4.33385 -0.11947 3.93212 0.0 0.0 0.0 0.000
C -4.06882 0.29600 2.63727 0.0 0.0 0.0 -0.001
H -2.23840 2.91870 -0.29054 0.0 0.0 0.0 -0.002
H -3.03951 2.70485 1.27295 0.0 0.0 0.0 0.002
H -0.87259 1.87468 2.27241 0.0 0.0 0.0 0.002
H -0.60088 3.47412 1.56707 0.0 0.0 0.0 -0.001
H 0.31665 2.64875 -2.62863 0.0 0.0 0.0 0.002
H 1.09653 4.67208 -3.80421 0.0 0.0 0.0 0.000
H 2.38300 6.39365 -2.57591 0.0 0.0 0.0 0.000
H 2.87569 6.09013 -0.17371 0.0 0.0 0.0 0.000
H 2.09717 4.06683 1.00326 0.0 0.0 0.0 0.002
H 3.48085 2.02282 0.16260 0.0 0.0 0.0 0.001
H 5.29485 1.02114 1.49261 0.0 0.0 0.0 0.000
H 4.76688 -0.50907 3.36190 0.0 0.0 0.0 0.000
H 2.40985 -1.06267 3.87207 0.0 0.0 0.0 0.000
H 0.59557 -0.09770 2.52585 0.0 0.0 0.0 0.002
H -5.08400 -1.15695 0.43344 0.0 0.0 0.0 0.000
H -7.19996 -1.20122 -0.82399 0.0 0.0 0.0 0.000
H -7.57495 0.38589 -2.68157 0.0 0.0 0.0 0.000
H -5.80754 2.01919 -3.28439 0.0 0.0 0.0 0.000
H -3.70765 2.07446 -2.03936 0.0 0.0 0.0 -0.001
H -1.23631 -1.47714 2.07329 0.0 -0.1 -0.1 -0.003
H -1.71454 -2.21961 4.37140 0.0 0.0 0.0 0.000
H -3.69452 -1.35117 5.56942 0.0 0.0 0.0 0.000
H -5.20150 0.26288 4.45415 0.0 0.0 0.0 0.000
H -4.73827 0.99657 2.15120 0.0 0.0 0.0 0.000
C 1.55690 -5.39644 -0.53910 0.0 0.0 0.0 0.000
Si 2.92247 -4.12895 -0.39027 0.0 0.0 0.0 -0.001
C 4.51225 -4.83558 -1.08859 0.0 0.0 0.0 0.000
C 3.18520 -3.62088 1.38910 0.0 0.0 0.0 0.000
C 2.50403 -2.58363 -1.39087 0.0 0.0 0.0 0.008
C 3.36504 -2.05853 -2.34757 0.0 0.0 0.0 0.003
C 3.05595 -0.90489 -3.06796 0.0 0.0 0.0 0.000
C 1.86310 -0.26981 -2.79983 0.0 0.0 0.0 0.000
N 1.03020 -0.75344 -1.88140 -0.2 0.0 0.0 -0.025
C 1.30752 -1.87680 -1.20157 0.0 0.0 -0.1 -0.010
S -0.03275 -2.23305 -0.14028 0.0 0.2 0.2 -0.031
H 1.90543 -6.37272 -0.19340 0.0 0.0 0.0 0.000
H 1.22769 -5.50247 -1.57454 0.0 0.0 0.0 0.000
H 0.68991 -5.11081 0.05644 0.0 0.0 0.0 0.000
H 4.75129 -5.77362 -0.58288 0.0 0.0 0.0 0.000
H 5.35601 -4.15760 -0.94168 0.0 0.0 0.0 0.000
H 4.42963 -5.05186 -2.15593 0.0 0.0 0.0 0.000
H 3.46650 -4.48050 2.00253 0.0 0.0 0.0 0.000
H 2.27103 -3.18731 1.79924 0.0 0.0 0.0 0.000
H 3.97574 -2.87128 1.46544 0.0 0.0 0.0 0.000
H 4.30605 -2.55967 -2.54579 0.0 0.0 0.0 -0.001
H 3.72576 -0.51157 -3.81885 0.0 0.0 0.0 0.000
H 1.54521 0.63015 -3.31166 0.0 0.0 0.0 0.000
S -2.00604 2.13743 -4.91144 0.0 0.1 0.0 0.005
C -1.61059 1.32632 -3.56666 0.1 -0.1 0.0 0.001
N -1.30537 0.74871 -2.59564 -0.1 0.2 0.0 0.010
```
Positions in Å, forces in eV/Å.

Computed properties:
⟨S²⟩: 0.768
ΔE to the lowest compared entry with this formula, charge and spin in eV: 0.000
Kohn-Sham gap (spin up / spin down) in eV: 7.931 / 8.094
Electronic energy in a.u.: -8405.1005
HOMO (spin up / spin down) in eV: -7.5 / -7.6
Multiplicity: 2



[4]
Formula: C6H9NO3
Source: the Open Molecules 2025 dataset
Level of theory: ωB97M-V with the def2-TZVPD basis set

The geometry in XYZ format:
```
19
Properties=species:S:1:pos:R:3:forces:R:3:lowdin_charge:R:1
C 0.35295 -0.62015 -0.15666 -0.4 -0.6 -0.1 -0.416
C 0.46357 -1.62393 -1.30878 0.0 0.0 0.1 -0.001
C 0.76902 -1.22832 1.18993 0.0 0.1 -0.1 0.002
C -1.03290 0.13263 -0.00169 -0.3 -1.3 -0.3 -0.639
C 1.07878 0.62133 -0.40898 -0.1 1.1 0.0 -0.082
C -0.38893 1.70750 0.72590 0.5 0.6 -0.3 -0.153
O -1.39914 0.50503 -1.31194 0.2 0.4 0.6 0.030
N -0.82042 2.75696 0.15783 0.2 -0.2 0.2 0.089
O -1.86903 -0.24357 0.83869 0.7 0.5 -0.4 0.042
O 1.88489 1.27227 -0.90465 -0.6 -0.5 0.4 0.287
H -1.84802 1.36552 -1.23457 0.0 -0.1 -0.1 0.099
H -0.96485 3.53588 0.80332 -0.1 -0.1 0.0 0.061
H -0.20645 1.61940 1.80347 -0.1 0.0 0.0 0.107
H -0.23318 -2.43860 -1.10520 0.1 0.0 0.0 0.104
H 0.19194 -1.16662 -2.25854 0.0 0.0 0.1 0.091
H 1.47311 -2.03241 -1.38521 -0.1 0.0 0.1 0.092
H -0.03269 -1.90514 1.48693 0.0 0.1 0.0 0.102
H 1.70585 -1.77975 1.09794 0.0 0.0 0.0 0.094
H 0.87547 -0.47804 1.97221 0.0 0.0 0.0 0.089
```
Positions in Å, forces in eV/Å.

Computed properties:
ΔE to the lowest compared entry with this formula, charge and spin in eV: 3.691
Kohn-Sham gap (spin up / spin down) in eV: 7.847 / 7.846
Electronic energy in a.u.: -514.3772
HOMO (spin up / spin down) in eV: -8.6 / -8.6



Question: Number 1 is which compound?
Answer: C15H13N3O5